No. 1
The following is a DFT calculation (ωB97M-V/def2-TZVPD) of one molecule with the formula C3H2N4O in a non-equilibrium geometry.

Atoms and positions in Å:
O (2.313, -0.460, 0.676)
C (1.370, -0.302, -0.039)
N (0.886, 0.874, -0.637)
C (-0.349, 1.122, -0.447)
C (-0.999, 0.217, 0.534)
N (-1.201, -1.038, 0.371)
N (-0.432, -1.797, -0.457)
N (0.750, -1.416, -0.725)
H (-0.847, 2.088, -0.668)
H (-1.492, 0.713, 1.391)

Its frontier orbital gap is 8.63 eV. Its net charge is 0. The relative energy (zero: lowest compared OMol25 entry of this formula, charge and spin) comes out at 2.243 eV. The calculation puts the HOMO energy at -9.881 eV. The total energy is -409.64577 Ha. For the maximum force, the calculation gives 2.6 eV/Å.

Formally, the natural (NBO) partial charges of the atoms, in units of the elementary charge, are as follows: -0.48 0.70 -0.38 0.09 0.04 -0.25 0.04 -0.20 0.22 0.21

=====

No. 2
The following is a DFT calculation (ωB97M-V/def2-TZVPD) of one molecule with the formula C3H2N4O in a non-equilibrium geometry.

Atoms and positions in Å:
O (2.462, -0.037, 0.580)
C (1.390, 0.109, -0.043)
N (0.718, 1.369, -0.261)
C (-0.654, 1.211, -0.295)
N (-1.339, 0.365, 0.352)
C (-1.057, -0.895, 0.492)
N (-0.209, -1.281, -0.567)
N (0.980, -0.922, -0.832)
H (-1.228, 1.938, -0.724)
H (-1.064, -1.857, 1.300)

Its frontier orbital gap is 8.37 eV. Its net charge is 0. The relative energy (zero: lowest compared OMol25 entry of this formula, charge and spin) comes out at 3.285 eV. The calculation puts the HOMO energy at -9.899 eV. The total energy is -409.60746 Ha. For the maximum force, the calculation gives 7.3 eV/Å.

Formally, the natural (NBO) partial charges of the atoms, in units of the elementary charge, are as follows: -0.52 0.65 -0.46 0.30 -0.45 0.27 -0.16 -0.09 0.19 0.28

=====

No. 3
The following is a DFT calculation (ωB97M-V/def2-TZVPD) of one molecule with the formula C3H2N4O in a non-equilibrium geometry.

Atoms and positions in Å:
C (-1.968, 0.110, 0.092)
N (-1.202, 1.157, -0.009)
C (0.040, 0.645, -0.089)
N (1.264, 1.123, -0.103)
N (1.974, -0.051, 0.136)
N (1.208, -1.120, -0.023)
C (0.024, -0.696, -0.148)
O (-1.365, -1.068, -0.051)
H (-3.033, 0.024, 0.146)
H (3.057, -0.123, 0.049)

Its frontier orbital gap is 10.41 eV. Its net charge is 0. The relative energy (zero: lowest compared OMol25 entry of this formula, charge and spin) comes out at 0.942 eV. The calculation puts the HOMO energy at -9.888 eV. The total energy is -409.69357 Ha. For the maximum force, the calculation gives 4.8 eV/Å.

Formally, the natural (NBO) partial charges of the atoms, in units of the elementary charge, are as follows: 0.39 -0.45 0.17 -0.23 -0.17 -0.25 0.33 -0.42 0.20 0.43

=====

No. 4
The following is a DFT calculation (ωB97M-V/def2-TZVPD) of one molecule with the formula C3H2N4O in a non-equilibrium geometry.

Atoms and positions in Å:
O (-1.601, -0.466, 1.004)
C (-0.981, -0.301, -0.011)
N (-0.218, -1.308, -0.642)
N (1.038, -1.312, -0.324)
C (1.569, -0.228, 0.347)
C (1.040, 1.039, 0.417)
N (0.000, 1.606, -0.350)
N (-0.997, 0.921, -0.708)
H (2.552, -0.456, 0.724)
H (1.723, 1.776, 0.883)

Its frontier orbital gap is 8.52 eV. Its net charge is 0. The relative energy (zero: lowest compared OMol25 entry of this formula, charge and spin) comes out at 2.338 eV. The calculation puts the HOMO energy at -10.247 eV. The total energy is -409.64229 Ha. For the maximum force, the calculation gives 2.5 eV/Å.

Formally, the natural (NBO) partial charges of the atoms, in units of the elementary charge, are as follows: -0.49 0.67 -0.14 -0.12 -0.07 -0.08 -0.10 -0.12 0.23 0.23

=====

No. 5
The following is a DFT calculation (ωB97M-V/def2-TZVPD) of one molecule with the formula C3H2N4O in a non-equilibrium geometry.

Atoms and positions in Å:
N (-3.001, -0.120, -0.013)
C (-1.794, -0.030, -0.021)
C (-0.393, -0.331, -0.013)
C (0.319, -1.546, 0.076)
N (1.649, -1.190, -0.038)
N (1.764, 0.109, -0.064)
N (0.576, 0.631, -0.029)
O (0.377, 1.964, -0.001)
H (-0.068, -2.585, 0.254)
H (1.335, 2.304, 0.514)

Its frontier orbital gap is 10.42 eV. Its net charge is 0. The relative energy (zero: lowest compared OMol25 entry of this formula, charge and spin) comes out at 2.307 eV. The calculation puts the HOMO energy at -10.501 eV. The total energy is -409.64341 Ha. For the maximum force, the calculation gives 6.3 eV/Å.

Formally, the natural (NBO) partial charges of the atoms, in units of the elementary charge, are as follows: -0.25 0.24 -0.07 -0.05 -0.23 -0.07 0.15 -0.47 0.25 0.51

=====

No. 6
The following is a DFT calculation (ωB97M-V/def2-TZVPD) of an isolated ion of composition C3H2N4O2S and charge -2 in a non-equilibrium geometry.

Atoms and positions in Å:
C (-0.910, 0.199, 0.190)
C (1.525, -1.095, -0.026)
C (0.744, 0.271, 0.467)
N (-1.808, -0.038, 1.095)
N (-1.433, 0.454, -1.004)
N (-2.999, 0.082, 0.435)
N (-2.750, 0.405, -0.829)
O (2.215, -0.950, -1.077)
O (1.317, -2.074, 0.623)
S (1.448, 1.650, -0.388)
H (0.759, 0.446, 1.672)
H (1.892, 0.651, -1.157)

Its frontier orbital gap is 6.67 eV. Its net charge is -2. The relative energy (zero: lowest compared OMol25 entry of this formula, charge and spin) comes out at 0.000 eV. The calculation puts the HOMO energy at -0.963 eV. The total energy is -883.18441 Ha. For the maximum force, the calculation gives 4.2 eV/Å.

Formally, the natural (NBO) partial charges of the atoms, in units of the elementary charge, are as follows: 0.26 0.79 -0.50 -0.42 -0.41 -0.23 -0.20 -0.79 -0.72 -0.21 0.21 0.22

=====

No. 7
The following is a DFT calculation (ωB97M-V/def2-TZVPD) of an isolated ion of composition C3H2NO2S and charge -1 in a non-equilibrium geometry.

Atoms and positions in Å:
C (-0.521, 0.896, -0.202)
C (-1.109, -0.413, -0.052)
C (0.977, -1.494, 0.361)
N (0.752, 1.017, -0.249)
O (1.908, -2.076, -0.123)
O (-0.284, -1.422, -0.112)
S (1.509, 2.466, 0.072)
H (-1.148, 1.723, -0.193)
H (-2.083, -0.696, 0.498)

Its frontier orbital gap (spin up / spin down) is 6.25 / 6.56 eV. Its net charge is -1. The relative energy (zero: lowest compared OMol25 entry of this formula, charge and spin) comes out at 4.142 eV. The calculation puts the HOMO energy (spin up / spin down) at -2.828 / -3.022 eV. The total energy is -718.85584 Ha. For the maximum force, the calculation gives 3.5 eV/Å.

Formally, the natural (NBO) partial charges of the atoms, in units of the elementary charge, are as follows: -0.09 0.06 0.66 -0.59 -0.60 -0.51 -0.24 0.15 0.16

=====

No. 8
The following is a DFT calculation (ωB97M-V/def2-TZVPD) of an isolated ion of composition C3H2NO3 and charge -1 in a non-equilibrium geometry.

Atoms and positions in Å:
O (1.618, 0.369, 1.184)
C (1.438, 0.161, -0.023)
O (2.225, 0.189, -0.936)
C (-0.079, -0.368, -0.412)
N (-1.180, -0.636, 0.605)
C (-1.226, 0.424, -0.243)
O (-1.820, 1.471, -0.351)
H (-0.206, -1.179, -1.331)
H (-0.771, -0.431, 1.507)

Its frontier orbital gap is 9.11 eV. Its net charge is -1. The relative energy (zero: lowest compared OMol25 entry of this formula, charge and spin) comes out at 1.696 eV. The calculation puts the HOMO energy at -4.959 eV. The total energy is -396.01340 Ha. For the maximum force, the calculation gives 4.7 eV/Å.

Formally, the natural (NBO) partial charges of the atoms, in units of the elementary charge, are as follows: -0.77 0.78 -0.72 -0.27 -0.67 0.65 -0.59 0.19 0.39

=====

No. 9
The following is a DFT calculation (ωB97M-V/def2-TZVPD) of an isolated ion of composition C3H2NO3 and charge -1 in a non-equilibrium geometry.

Atoms and positions in Å:
O (0.405, 0.990, 1.622)
C (0.639, -0.168, 1.364)
O (1.207, -1.054, 1.961)
C (-0.003, -0.597, -0.289)
N (-1.063, 0.448, -0.628)
C (-0.034, 0.283, -1.410)
O (0.405, 0.559, -2.452)
H (-0.278, -1.650, -0.210)
H (-1.280, 1.188, 0.041)

Its frontier orbital gap is 8.48 eV. Its net charge is -1. The relative energy (zero: lowest compared OMol25 entry of this formula, charge and spin) comes out at 1.953 eV. The calculation puts the HOMO energy at -4.306 eV. The total energy is -396.00395 Ha. For the maximum force, the calculation gives 4.3 eV/Å.

Formally, the natural (NBO) partial charges of the atoms, in units of the elementary charge, are as follows: -0.75 0.83 -0.73 -0.34 -0.66 0.66 -0.60 0.19 0.41

=====

No. 10
The following is a DFT calculation (ωB97M-V/def2-TZVPD) of an isolated ion of composition C3H2NO3PS and charge -2 in a non-equilibrium geometry.

Atoms and positions in Å:
O (-1.429, 2.254, -0.037)
P (-0.087, 2.158, 0.693)
O (-0.108, 2.138, 2.184)
O (1.124, 2.841, 0.140)
C (0.079, 0.336, 0.317)
N (-0.535, -0.651, 0.730)
C (-0.327, -1.864, 0.069)
C (0.426, -1.832, -0.991)
S (1.197, -0.254, -1.343)
H (-1.005, -2.696, 0.134)
H (0.665, -2.429, -1.897)

Its frontier orbital gap is 5.25 eV. Its net charge is -2. The relative energy (zero: lowest compared OMol25 entry of this formula, charge and spin) comes out at 0.049 eV. The calculation puts the HOMO energy at 0.331 eV. The total energy is -1135.56706 Ha. For the maximum force, the calculation gives 5.7 eV/Å.

Formally, the natural (NBO) partial charges of the atoms, in units of the elementary charge, are as follows: -1.21 2.36 -1.23 -1.23 0.03 -0.52 -0.14 -0.41 -0.03 0.17 0.21

=====

No. 11
The following is a DFT calculation (ωB97M-V/def2-TZVPD) of an isolated ion of composition C3H2NOS2 and charge -1 in a non-equilibrium geometry.

Atoms and positions in Å:
C (-1.825, -0.324, 1.080)
C (-0.531, -2.280, -2.184)
C (-0.176, 0.313, -1.063)
N (-1.168, -0.421, 0.024)
O (-2.656, -0.347, 1.958)
S (-0.110, -3.510, -3.244)
S (0.815, -1.126, -1.921)
H (-0.842, 0.705, -1.808)
H (0.404, 1.053, -0.472)

Its frontier orbital gap (spin up / spin down) is 4.66 / 7.14 eV. As for the spin multiplicity: 3. Its net charge is -1. The relative energy (zero: lowest compared OMol25 entry of this formula, charge and spin) comes out at 1.460 eV. The calculation puts the HOMO energy (spin up / spin down) at -1.338 / -4.012 eV. The total energy is -1041.79564 Ha. For the maximum force, the calculation gives 3.5 eV/Å.

Formally, the natural (NBO) partial charges of the atoms, in units of the elementary charge, are as follows: 0.81 -0.62 -0.30 -0.56 -0.60 -0.27 0.13 0.20 0.21

=====

No. 12
The following is a DFT calculation (ωB97M-V/def2-TZVPD) of one molecule with the formula C3H2NP in a non-equilibrium geometry.

Atoms and positions in Å:
N (2.304, 0.649, 0.430)
C (1.387, 0.306, -0.156)
C (0.091, -0.057, -0.603)
C (-1.007, -0.146, 0.746)
P (-0.730, -1.532, -0.061)
H (-0.334, 0.332, -1.594)
H (-1.712, 0.449, 1.239)

Its frontier orbital gap is 9.25 eV. Its net charge is 0. The relative energy (zero: lowest compared OMol25 entry of this formula, charge and spin) comes out at 0.730 eV. The calculation puts the HOMO energy at -9.827 eV. The total energy is -511.50126 Ha. For the maximum force, the calculation gives 4.5 eV/Å.

Formally, the natural (NBO) partial charges of the atoms, in units of the elementary charge, are as follows: -0.31 0.24 -0.65 -0.55 0.77 0.26 0.24

=====

Which of these has the highest relative energy (zero: lowest compared OMol25 entry of this formula, charge and spin)? C3H2NO2S